# 1
DFT (ωB97M-V/def2-TZVPD) results for a molecular structure, C6H11P in a non-equilibrium geometry.

Values from the calculation:
ΔE to the lowest compared entry with this formula, charge and spin	98.3	kcal/mol
total charge	0
spin multiplicity	1
HOMO energy (spin up / spin down)	-7.75 / -7.75	eV
lowest unoccupied orbital energy (spin up / spin down)	-1.13 / -1.13	eV
electronic energy	-576.36096	Ha

Each line ends with the natural charge from an NBO analysis.
CARTESIAN COORDINATES (ANGSTROEM)
C 0.282 0.762 1.377  -0.343
C -1.030 0.305 -0.729  -0.412
C 0.283 -0.359 -1.125  -0.707
C -0.783 1.250 0.464  -0.383
C 2.835 -2.117 -0.233  -0.530
C -2.034 1.441 1.330  -0.585
P 1.232 -0.488 0.492  0.609
H -1.472 0.854 -1.563  0.213
H -1.739 -0.460 -0.405  0.203
H 0.131 -1.335 -1.588  0.218
H 0.861 0.264 -1.816  0.211
H -0.463 2.236 0.095  0.234
H 3.232 -1.626 -1.102  0.211
H 2.180 -2.945 -0.435  0.211
H 3.499 -2.232 0.600  0.214
H -2.396 0.476 1.680  0.206
H -2.825 1.927 0.762  0.204
H -1.793 2.048 2.198  0.226


# 2
DFT (ωB97M-V/def2-TZVPD) results for a molecular structure, C49H40CrNO3 in a non-equilibrium geometry.

Values from the calculation:
⟨S²⟩	3.8295
total charge	+2
spin multiplicity	4
HOMO energy (spin up / spin down)	-12.02 / -12.68	eV
lowest unoccupied orbital energy (spin up / spin down)	-4.87 / -7.66	eV
electronic energy	-3215.44183	Ha

Each line ends with the Löwdin spin population.
CARTESIAN COORDINATES (ANGSTROEM)
C -0.895 2.058 4.975  0.000
C -0.216 1.214 4.094  0.000
C 0.134 1.669 2.819  0.000
C -0.332 2.907 2.354  0.000
C -0.244 3.325 0.880  0.012
C 0.685 4.525 0.709  0.002
C 1.586 4.922 1.699  0.003
C 2.278 6.132 1.562  0.001
C 2.106 6.926 0.427  0.002
C 1.278 6.480 -0.609  0.004
C 0.616 5.255 -0.482  0.014
C 0.178 2.138 0.030  0.002
C 1.313 2.153 -0.781  0.001
C 1.504 1.107 -1.691  0.006
C 0.571 0.078 -1.755  0.001
C -0.395 -0.074 -0.766  0.007
C -0.614 0.984 0.114  0.004
C -1.686 3.743 0.385  0.054
C -2.190 5.127 0.853  0.001
C -3.150 5.635 -0.229  0.002
C -3.013 4.677 -1.409  0.051
N -1.893 3.787 -1.073  0.508
C -1.729 2.711 -1.939  0.061
C -2.663 1.733 -2.150  0.090
C -2.649 0.772 -3.231  0.006
C -3.725 -0.138 -3.391  0.020
C -3.677 -1.120 -4.375  -0.002
C -2.574 -1.195 -5.241  0.026
C -1.536 -0.258 -5.137  -0.002
C -1.583 0.736 -4.162  0.022
C -0.882 3.795 3.284  0.000
C -1.190 3.367 4.580  0.000
H -1.182 1.708 5.968  0.000
H 0.039 0.193 4.383  0.000
H 0.753 1.025 2.187  0.000
H 1.751 4.304 2.585  0.000
H 2.939 6.458 2.367  0.000
H 2.617 7.888 0.335  0.000
H 1.132 7.067 -1.519  0.000
H 0.001 4.884 -1.302  0.006
H 2.037 2.969 -0.722  0.000
H 2.369 1.122 -2.357  0.000
H 0.614 -0.654 -2.561  0.001
H -1.013 -0.975 -0.713  0.002
H -1.435 0.922 0.837  0.001
H -2.386 2.978 0.778  0.033
H -2.675 5.042 1.831  0.000
H -1.349 5.825 0.962  0.000
H -4.188 5.640 0.127  0.000
H -2.877 6.649 -0.549  0.000
H -3.924 4.071 -1.550  0.030
H -2.802 5.203 -2.353  0.016
H -0.788 2.690 -2.501  0.018
H -3.539 1.721 -1.486  0.001
H -4.579 -0.048 -2.716  0.001
H -4.490 -1.842 -4.458  -0.001
H -2.518 -1.982 -5.992  0.001
H -0.673 -0.303 -5.804  -0.001
H -0.796 1.492 -4.104  0.002
H -1.072 4.833 3.005  0.000
H -1.670 4.067 5.266  0.000
O 1.320 -5.733 5.320  -0.008
C 1.122 -6.248 4.292  -0.015
Cr 0.549 -6.780 2.555  0.922
C 0.302 -4.897 2.366  0.029
O 0.072 -3.754 2.385  0.041
C -1.207 -6.701 3.267  0.016
O -2.216 -6.445 3.794  0.032
C 1.181 -8.817 2.644  0.013
C 2.323 -8.034 2.386  -0.006
C 2.304 -7.103 1.353  0.040
C 1.158 -6.947 0.526  0.027
C 0.941 -5.668 -0.153  0.219
C 0.803 -4.576 -0.717  0.034
C 0.782 -3.374 -1.357  0.354
C 2.064 -2.732 -1.530  0.023
C 2.397 -2.088 -2.743  0.067
C 3.621 -1.454 -2.920  -0.008
C 4.567 -1.455 -1.889  0.075
C 4.286 -2.151 -0.707  -0.009
C 3.075 -2.820 -0.538  0.064
C 0.077 -7.837 0.720  0.058
C 0.093 -8.766 1.757  0.004
H 1.156 -9.482 3.512  0.000
H 3.184 -8.083 3.060  -0.001
H 3.146 -6.423 1.190  0.001
H -0.121 -3.033 -1.873  0.015
H 1.631 -2.094 -3.524  0.002
H 3.822 -0.953 -3.868  -0.002
H 5.520 -0.934 -2.027  0.004
H 5.035 -2.185 0.080  -0.002
H 2.883 -3.421 0.351  0.002
H -0.793 -7.731 0.065  0.003
H -0.782 -9.396 1.931  -0.001


# 3
DFT (ωB97M-V/def2-TZVPD) results for a single C8H17BN2 molecule in a non-equilibrium geometry.

Values from the calculation:
ΔE to the lowest compared entry with this formula, charge and spin	129.4	kcal/mol
total charge	0
spin multiplicity	1
HOMO energy (spin up / spin down)	-6.23 / -5.21	eV
lowest unoccupied orbital energy (spin up / spin down)	-0.86 / -1.67	eV
electronic energy	-449.16835	Ha

Each line ends with the natural charge from an NBO analysis.
CARTESIAN COORDINATES (ANGSTROEM)
B -2.458 -0.571 -1.152  0.893
C 2.366 -0.637 -0.085  -0.407
C 1.623 -1.868 -0.554  -0.395
C 1.630 0.162 0.991  -0.406
C 0.243 -1.377 -0.966  -0.468
C 0.222 0.537 0.474  -0.075
C -0.534 -0.818 0.278  -0.038
C 0.036 2.614 -0.674  -0.412
C -2.586 0.127 1.086  -0.410
N 0.326 1.250 -0.738  -0.685
N -1.925 -0.616 0.035  -0.745
H -3.457 -0.422 -1.807  -0.056
H 3.379 -0.994 0.253  0.199
H 2.752 0.019 -0.925  0.224
H 2.136 -2.517 -1.331  0.216
H 1.448 -2.498 0.293  0.186
H 1.611 -0.443 1.889  0.181
H 2.110 1.044 1.238  0.212
H 0.332 -0.506 -1.668  0.295
H -0.365 -2.261 -1.304  0.194
H -0.210 1.082 1.337  0.155
H -0.494 -1.433 1.248  0.202
H 0.093 2.910 -1.735  0.197
H -0.851 2.891 -0.116  0.143
H 0.921 3.120 -0.189  0.143
H -2.249 -0.069 2.091  0.225
H -2.403 1.178 0.986  0.218
H -3.694 0.095 1.045  0.215


# 4
DFT (ωB97M-V/def2-TZVPD) results for a molecular structure, C45H36IN5RbS.

Values from the calculation:
⟨S²⟩	0.7781
ΔE to the lowest compared entry with this formula, charge and spin	0.0	kcal/mol
total charge	-2
spin multiplicity	2
HOMO energy (spin up / spin down)	1.29 / -0.03	eV
lowest unoccupied orbital energy (spin up / spin down)	3.39 / 3.38	eV
electronic energy	-2730.08707	Ha

Each line ends with the Löwdin spin population.
CARTESIAN COORDINATES (ANGSTROEM)
Rb -0.031 -0.548 -0.755  0.002
C -3.485 1.076 0.511  0.000
C -3.398 1.055 2.032  0.000
C -2.057 0.719 2.645  0.000
C -1.982 0.283 3.965  0.000
C -0.741 -0.023 4.500  0.000
C 0.388 0.116 3.711  0.000
C 0.218 0.576 2.414  0.000
N -0.975 0.868 1.889  0.000
N -3.215 -0.179 -0.184  0.000
C -3.455 0.048 -1.597  0.000
C -3.009 -1.044 -2.551  0.000
C -3.289 -0.886 -3.909  0.000
C -2.810 -1.822 -4.802  0.000
C -2.058 -2.889 -4.328  0.000
C -1.837 -2.971 -2.965  0.000
N -2.318 -2.082 -2.093  0.000
C -3.959 -1.312 0.327  0.000
C -3.263 -1.955 1.507  0.000
C -3.959 -2.428 2.613  0.000
C -3.253 -3.080 3.614  0.000
C -1.883 -3.210 3.497  0.000
C -1.266 -2.682 2.366  0.000
N -1.943 -2.092 1.386  0.000
H -2.792 1.819 0.114  0.000
H -4.509 1.423 0.261  0.000
H -4.161 0.397 2.460  0.000
H -3.669 2.068 2.354  0.000
H -2.890 0.156 4.543  0.000
H -0.661 -0.396 5.515  0.000
H 1.375 -0.161 4.054  0.000
H 1.083 0.689 1.766  0.001
H -2.900 0.950 -1.883  0.000
H -4.525 0.260 -1.794  0.000
H -3.835 -0.015 -4.247  0.000
H -2.987 -1.702 -5.864  0.000
H -1.626 -3.623 -4.994  0.000
H -1.229 -3.765 -2.545  0.000
H -3.968 -2.074 -0.454  0.000
H -5.010 -1.065 0.564  0.000
H -5.032 -2.288 2.677  0.000
H -3.771 -3.467 4.485  0.000
H -1.283 -3.692 4.258  0.000
H -0.193 -2.753 2.239  0.000
I 0.321 0.362 -4.576  0.000
C 0.384 2.451 -4.494  0.000
C 0.757 3.105 -5.634  0.000
C 0.836 4.517 -5.627  0.000
C 0.544 5.206 -4.489  0.000
C 0.160 4.531 -3.301  0.000
C -0.117 5.261 -2.121  0.000
C -0.453 4.588 -0.982  0.000
C -0.542 3.175 -0.983  0.000
C -0.305 2.373 -2.087  0.000
C 0.061 3.106 -3.265  0.000
H 1.003 2.550 -6.528  0.000
H 1.144 5.040 -6.525  0.000
H 0.616 6.289 -4.469  0.000
H -0.034 6.344 -2.137  0.000
H -0.642 5.143 -0.065  0.000
H -0.782 2.711 -0.026  0.000
C 1.835 -4.598 3.145  0.018
C 2.477 -3.704 3.994  -0.005
C 3.056 -2.564 3.424  0.023
C 3.005 -2.270 2.069  0.004
C 2.246 -3.139 1.214  0.010
C 1.728 -4.326 1.791  0.002
C 3.762 -1.106 1.537  0.116
C 5.019 -0.820 2.034  0.057
C 5.763 0.251 1.530  0.211
C 5.199 1.039 0.490  0.018
C 5.845 2.133 -0.101  0.084
C 5.241 2.890 -1.108  0.062
C 3.965 2.554 -1.535  0.056
C 3.306 1.464 -0.973  0.079
C 3.883 0.676 0.036  0.013
N 3.178 -0.377 0.544  0.184
H 1.406 -5.516 3.537  0.002
H 2.557 -3.894 5.057  -0.001
H 3.592 -1.868 4.063  0.003
H 1.206 -5.016 1.138  0.000
H 5.441 -1.468 2.795  -0.002
H 6.764 0.464 1.889  0.016
H 6.842 2.390 0.248  0.002
H 5.762 3.735 -1.545  0.004
H 3.468 3.136 -2.302  0.003
H 2.302 1.221 -1.293  0.003
S 2.439 -3.466 -1.547  0.010
C 1.928 -2.870 -0.126  0.022


Among the records above, which one has the highest spin multiplicity?
C49H40CrNO3